Version A
Below is an isolated molecule of C5H4N2O, with properties calculated with ωB97M-V/def2-TZVPD.

- HOMO-LUMO gap: 10.958 eV
- Net charge: 0
- LUMO: 0.591 eV
- Highest occupied orbital energy: -10.367 eV
- SMILES string: C#C[C@@H](C#N)NC=O

```
12
Properties=species:S:1:pos:R:3:nbo_charge:R:1
C -2.401 -1.509 0.015 -0.171
C -1.250 -1.067 -0.107 -0.056
C -0.260 -0.126 -0.196 -0.278
C -0.871 1.245 -0.071 0.276
N -1.105 2.413 -0.028 -0.302
N 0.805 -0.194 0.846 -0.618
C 2.059 -0.423 0.329 0.520
O 2.239 -0.216 -0.847 -0.587
H -3.403 -2.090 -0.441 0.287
H 0.414 -0.055 -1.080 0.335
H 0.567 0.236 1.814 0.434
H 2.949 -0.610 0.943 0.159
```

Version B
Below is an isolated molecule of C5H4N2O, with properties calculated with ωB97M-V/def2-TZVPD.

- HOMO-LUMO gap: 7.853 eV
- Net charge: 0
- LUMO: -1.832 eV
- Highest occupied orbital energy: -9.685 eV
- SMILES string: C=C1C=NC=NC1=O

```
12
Properties=species:S:1:pos:R:3:nbo_charge:R:1
C 1.891 1.112 -0.005 -0.154
C 0.558 0.720 0.086 -0.264
C -0.564 1.488 -0.017 0.146
N -1.749 0.905 -0.029 -0.478
C -1.816 -0.576 -0.066 0.332
N -0.785 -1.501 0.081 -0.494
C 0.485 -0.895 0.090 0.652
O 1.597 -1.360 -0.094 -0.558
H 2.234 2.048 0.160 0.182
H 2.641 0.254 -0.177 0.259
H -0.457 2.522 -0.088 0.194
H -2.785 -0.873 -0.033 0.184
```

Question: which arrangement is favored energetically? Ranking from most to least stable: version B, version A.